Entry 1:
Below is a structure of composition C25H43BF4N6O2PRbS4, with properties calculated with ωB97M-V/def2-TZVPD.

Each line ends with the Löwdin charge.
CARTESIAN COORDINATES (ANGSTROEM)
Rb (0.77, 0.34, 2.80)  0.695
O (2.52, -3.33, 8.76)  -0.146
C (2.15, -3.04, 7.63)  -1.098
S (0.51, -2.61, 7.20)  0.876
C (0.73, -2.35, 5.45)  -1.225
C (2.00, -2.52, 5.00)  -1.225
S (2.64, -2.39, 3.38)  0.329
S (3.20, -2.97, 6.23)  0.875
S (-0.73, -1.92, 4.61)  0.309
N (-1.97, 2.19, 2.06)  0.119
C (-2.30, 2.91, 0.92)  -0.328
C (-1.77, 4.18, 0.70)  -0.026
C (-2.14, 4.90, -0.43)  -0.098
C (-3.03, 4.37, -1.36)  -0.130
C (-3.56, 3.11, -1.13)  -0.120
C (-3.21, 2.38, 0.00)  -0.061
H (-1.94, 1.18, 1.95)  0.051
H (-1.17, 2.56, 2.56)  0.060
H (-1.06, 4.60, 1.40)  0.098
H (-1.70, 5.88, -0.60)  0.104
H (-3.30, 4.93, -2.24)  0.084
H (-4.26, 2.68, -1.84)  0.092
H (-3.62, 1.40, 0.17)  0.112
O (-0.84, -0.58, 0.91)  -0.426
P (-0.74, -1.63, -0.13)  0.527
N (0.80, -1.72, -0.75)  -0.172
C (2.00, -1.55, 0.09)  -0.237
C (3.01, -2.51, -0.53)  -0.160
C (2.62, -2.50, -2.01)  -0.168
C (1.10, -2.48, -1.96)  -0.201
N (-1.73, -1.40, -1.43)  -0.172
C (-2.29, -2.45, -2.29)  -0.212
C (-2.30, -1.82, -3.68)  -0.181
C (-2.51, -0.34, -3.38)  -0.171
C (-1.64, -0.12, -2.15)  -0.186
N (-1.14, -3.17, 0.37)  -0.175
C (-0.14, -3.79, 1.28)  -0.211
C (-0.91, -4.93, 1.92)  -0.169
C (-2.28, -4.29, 2.18)  -0.180
C (-2.47, -3.29, 1.02)  -0.187
H (1.80, -1.81, 1.13)  -0.024
H (2.36, -0.52, 0.06)  0.096
H (2.86, -3.51, -0.11)  0.107
H (4.04, -2.22, -0.33)  0.114
H (3.01, -3.35, -2.57)  0.103
H (2.99, -1.58, -2.48)  0.101
H (0.71, -3.51, -1.89)  0.111
H (0.66, -2.01, -2.84)  0.098
H (-3.32, -2.70, -1.97)  0.104
H (-1.71, -3.37, -2.23)  0.099
H (-3.07, -2.25, -4.33)  0.102
H (-1.33, -1.97, -4.16)  0.099
H (-3.56, -0.15, -3.14)  0.108
H (-2.23, 0.31, -4.21)  0.105
H (-1.99, 0.70, -1.53)  0.087
H (-0.60, 0.11, -2.42)  0.094
H (0.21, -3.11, 2.06)  0.046
H (0.73, -4.13, 0.71)  0.104
H (-0.43, -5.25, 2.84)  0.115
H (-0.99, -5.78, 1.24)  0.103
H (-2.24, -3.75, 3.13)  0.047
H (-3.08, -5.02, 2.22)  0.098
H (-2.81, -2.33, 1.41)  0.107
H (-3.21, -3.64, 0.29)  0.093
F (0.49, 5.68, 2.61)  0.095
B (1.53, 4.78, 2.35)  -1.243
F (1.09, 3.46, 2.69)  0.030
F (2.67, 5.10, 3.09)  0.111
F (1.83, 4.79, 0.97)  0.077
C (1.02, 3.88, -2.27)  -0.041
C (1.96, 2.68, -2.19)  -0.634
C (2.14, 2.06, -3.58)  -0.057
C (3.32, 3.12, -1.64)  -0.038
N (1.32, 1.64, -1.38)  -0.075
N (1.02, 1.97, -0.03)  0.037
H (1.41, 4.62, -2.97)  0.081
H (0.91, 4.35, -1.30)  0.065
H (0.03, 3.55, -2.61)  0.081
H (2.62, 2.77, -4.26)  0.077
H (1.17, 1.78, -3.99)  0.074
H (2.77, 1.17, -3.52)  0.071
H (3.78, 3.86, -2.30)  0.079
H (4.00, 2.26, -1.57)  0.081
H (3.22, 3.58, -0.66)  0.067
H (1.90, 0.81, -1.37)  0.074
H (0.08, 2.35, -0.01)  0.057
H (1.63, 2.70, 0.33)  0.050

Results
LUMO level = 3.642 eV
Frontier orbital gap = 4.4379 eV
ΔE to the lowest compared entry with this formula, charge and spin = 8.2 kcal per mole
Molar mass = 791.17 g/mol
Electronic energy = -3840.449645 Eh
HOMO level = -0.80 eV
Total charge = -2

=====

Entry 2:
Below is a cluster of 2 separate species, C3H10NO in total, with properties calculated with ωB97M-V/def2-TZVPD.

Each line ends with the natural charge from an NBO analysis.
CARTESIAN COORDINATES (ANGSTROEM)
C (-1.59, -0.96, 2.78)  -0.835
H (-1.20, -0.13, 3.36)  0.198
H (-2.15, -0.56, 1.94)  0.228
H (-2.26, -1.51, 3.45)  0.152
H (-0.78, -1.58, 2.43)  0.249
C (0.59, -0.37, -0.57)  -0.015
O (0.07, -0.20, 0.67)  -0.979
C (0.73, 0.97, -1.32)  -0.255
N (1.22, 0.85, -2.70)  -0.878
H (1.59, -0.89, -0.59)  0.065
H (-0.08, -1.02, -1.21)  0.062
H (-0.26, 1.43, -1.28)  0.165
H (1.40, 1.56, -0.69)  0.158
H (0.56, 1.20, -3.38)  0.342
H (2.14, 1.21, -2.87)  0.343

Results
LUMO level = 4.379 eV
Frontier orbital gap = 6.4306 eV
ΔE to the lowest compared entry with this formula, charge and spin = 21.6 kcal per mole
Molar mass = 76.12 g/mol
Electronic energy = -250.256905 Eh
HOMO level = -2.05 eV
Total charge = -1

=====

Entry 3:
Below is a cluster of 2 separate species, C4H10S in total, with properties calculated with ωB97M-V/def2-TZVPD.

Each line ends with the natural charge from an NBO analysis.
CARTESIAN COORDINATES (ANGSTROEM)
C (2.35, -5.18, 1.13)  -0.403
C (1.24, -4.73, 0.56)  -0.178
C (0.08, -5.70, 0.69)  -0.631
H (3.34, -4.83, 0.99)  0.186
H (2.43, -6.01, 1.81)  0.188
H (0.93, -3.82, 0.05)  0.215
H (-0.75, -5.10, 1.20)  0.202
H (-0.19, -5.86, -0.30)  0.209
H (0.22, -6.73, 1.26)  0.213
C (-2.23, 5.03, -0.42)  -0.702
S (-0.43, 4.72, -1.00)  -0.097
H (-2.15, 6.04, -0.06)  0.223
H (-3.00, 5.15, -1.23)  0.222
H (-2.61, 4.20, 0.14)  0.221
H (-0.04, 4.86, 0.35)  0.133

Results
LUMO level = 0.923 eV
Frontier orbital gap = 10.1029 eV
SMILES string = C=CC.CS
ΔE to the lowest compared entry with this formula, charge and spin = 52.5 kcal per mole
Molar mass = 90.19 g/mol
Electronic energy = -556.498314 Eh
HOMO level = -9.18 eV

=====

Entry 4:
Below is a structure of composition C50H38CoN2O4P2S, with properties calculated with ωB97M-V/def2-TZVPD.

Each line ends with the Löwdin spin population.
CARTESIAN COORDINATES (ANGSTROEM)
Co (0.74, -2.33, -0.54)  1.209
O (3.56, 3.04, -1.97)  0.003
C (2.49, 2.62, 0.04)  0.022
C (3.51, 3.43, 0.80)  0.007
C (3.19, 3.99, 1.96)  0.001
C (1.87, 3.74, 2.53)  0.003
C (1.10, 2.75, 2.07)  0.002
C (1.57, 1.87, 1.00)  0.012
C (1.18, 0.60, 0.83)  0.020
O (0.16, -0.06, 1.47)  0.016
N (1.80, -0.31, -0.07)  0.057
N (0.94, -1.05, -2.14)  -0.006
C (1.86, -2.21, -2.08)  -0.119
C (1.54, -3.44, -2.84)  -0.008
C (1.85, -3.66, -4.18)  -0.004
C (1.54, -4.87, -4.78)  0.000
C (0.94, -5.87, -4.02)  -0.001
C (0.64, -5.68, -2.68)  0.000
C (0.95, -4.45, -2.06)  -0.001
O (0.70, -4.23, -0.79)  0.005
H (4.12, 2.70, -2.69)  0.001
H (4.47, 3.61, 0.33)  0.002
H (3.89, 4.62, 2.49)  0.000
H (1.53, 4.34, 3.36)  0.000
H (0.15, 2.56, 2.55)  0.001
H (2.88, -1.84, -2.17)  -0.010
H (2.32, -2.86, -4.75)  0.000
H (1.77, -5.04, -5.83)  0.000
H (0.69, -6.81, -4.48)  0.000
H (0.17, -6.45, -2.09)  0.000
O (-2.13, -3.48, -0.61)  -0.003
S (-1.42, -2.39, 0.08)  0.028
C (-2.25, -0.92, -0.58)  0.012
C (-3.44, -0.55, 0.03)  0.004
C (-4.27, 0.40, -0.54)  0.000
C (-3.89, 0.99, -1.73)  0.000
C (-2.70, 0.61, -2.35)  0.000
C (-1.84, -0.35, -1.80)  0.001
P (-0.61, -1.16, -2.93)  -0.003
C (1.59, 0.02, -1.47)  0.014
C (2.18, 1.08, -2.00)  0.008
C (3.13, 1.92, -1.18)  0.043
C (4.33, 1.09, -0.81)  0.362
C (4.27, -0.09, -0.11)  0.028
C (3.12, -0.71, 0.32)  0.355
C (-0.42, 0.06, -4.29)  -0.002
C (-0.27, 1.44, -4.17)  0.000
C (-0.02, 2.23, -5.29)  0.000
C (0.07, 1.64, -6.54)  0.000
C (-0.08, 0.27, -6.68)  0.000
C (-0.33, -0.51, -5.56)  0.000
C (-1.95, -2.44, 1.78)  0.174
C (-2.74, -3.54, 2.09)  0.012
C (-3.06, -3.88, 3.39)  0.186
C (-2.52, -3.11, 4.45)  0.041
C (-1.75, -2.01, 4.19)  0.105
C (-1.46, -1.58, 2.85)  0.123
P (-0.91, 0.02, 2.67)  0.150
C (-2.03, 1.35, 2.15)  0.035
C (-1.81, 2.17, 1.04)  0.011
C (-2.71, 3.17, 0.74)  0.001
C (-3.85, 3.35, 1.51)  0.006
C (-4.10, 2.50, 2.59)  0.000
C (-3.19, 1.50, 2.90)  0.010
C (-0.06, 0.54, 4.15)  0.008
C (-0.44, 1.63, 4.93)  0.007
C (0.30, 1.98, 6.05)  0.000
C (1.43, 1.24, 6.39)  0.008
C (1.82, 0.16, 5.61)  0.000
C (1.08, -0.19, 4.49)  0.013
H (-3.73, -1.04, 0.95)  0.001
H (-5.20, 0.67, -0.06)  0.000
H (-4.52, 1.73, -2.21)  0.000
H (-2.47, 1.05, -3.31)  0.000
H (2.11, 1.29, -3.05)  0.000
H (1.81, 3.36, -0.42)  0.004
H (5.30, 1.49, -1.09)  0.020
H (5.20, -0.57, 0.17)  -0.007
H (3.15, -1.57, 0.98)  0.015
H (-0.35, 1.91, -3.20)  0.000
H (0.09, 3.30, -5.18)  0.000
H (0.26, 2.25, -7.42)  0.000
H (-0.01, -0.19, -7.65)  0.000
H (-0.44, -1.59, -5.66)  0.000
H (-3.06, -4.16, 1.26)  -0.003
H (-3.67, -4.74, 3.59)  0.012
H (-2.70, -3.40, 5.47)  -0.001
H (-1.37, -1.44, 5.02)  0.003
H (-0.94, 2.03, 0.42)  0.001
H (-2.54, 3.80, -0.12)  0.000
H (-4.55, 4.13, 1.27)  0.000
H (-4.99, 2.62, 3.18)  0.000
H (-3.39, 0.83, 3.73)  0.002
H (-1.31, 2.22, 4.66)  0.000
H (0.00, 2.82, 6.66)  0.000
H (2.01, 1.52, 7.26)  0.001
H (2.70, -0.41, 5.87)  0.000
H (1.38, -1.03, 3.88)  0.002

Results
LUMO level (spin up / spin down) = -0.046 / -0.972 eV
Frontier orbital gap (spin up / spin down) = 5.0900 / 5.7091 eV
2S+1 = 4
Molar mass = 883.81 g/mol
Electronic energy = -4802.023631 Eh
HOMO level (spin up / spin down) = -5.14 / -6.68 eV

=====

Entry 5:
Below is the molecule C5H7N3O4, with properties calculated with ωB97M-V/def2-TZVPD.

Each line ends with the natural charge from an NBO analysis.
CARTESIAN COORDINATES (ANGSTROEM)
C (-1.86, 0.47, 0.09)  0.080
C (-3.25, 0.07, 0.06)  0.195
C (0.16, 0.29, 1.44)  -0.612
C (0.34, 0.02, -0.93)  -0.609
C (-0.61, -0.26, 0.25)  -0.279
N (-4.05, 1.11, -0.13)  -0.041
N (-1.88, 1.81, -0.07)  0.373
N (-3.77, -1.28, -0.07)  0.510
O (-1.03, 2.69, -0.14)  -0.418
O (-4.22, -1.82, 0.90)  -0.314
O (-3.46, -1.83, -1.12)  -0.336
O (-3.26, 2.15, -0.22)  -0.139
H (0.47, 1.33, 1.19)  0.239
H (0.92, -0.40, 1.64)  0.214
H (-0.37, 0.11, 2.35)  0.217
H (0.34, 1.16, -1.20)  0.239
H (0.07, -0.64, -1.88)  0.222
H (1.24, -0.30, -0.39)  0.219
H (-0.67, -1.32, 0.36)  0.239

Results
LUMO level = -0.800 eV
Frontier orbital gap = 9.0547 eV
ΔE to the lowest compared entry with this formula, charge and spin = 215.8 kcal per mole
Molar mass = 173.13 g/mol
Electronic energy = -659.658920 Eh
HOMO level = -9.86 eV

=====

Look up the molar mass of the fifth one.
173.13 g/mol